(1)
14
Properties=species:S:1:pos:R:3:forces:R:3 method="wB97M-V/def2-TZVPD" homo_ev=-9.733 energy_ev=-9845.2085 total_charge=0 relative_energy_kcal_mol=47.8 gap_ev=10.4
O -1.809 -1.022 0.337 -0.31 -0.10 -0.34
C -0.792 -0.474 -0.484 0.91 -1.52 0.06
C -0.948 0.992 -0.742 0.09 -0.48 -0.48
N -0.104 1.769 -0.216 -0.01 -0.20 1.12
C 0.837 0.940 0.625 -0.61 0.65 -0.33
C 0.563 -0.516 0.245 2.07 0.38 -0.37
O 1.718 -0.831 -0.614 -0.38 -3.43 0.59
H -2.016 -0.369 0.999 -0.27 0.28 0.50
H -0.769 -1.129 -1.391 0.02 0.76 0.54
H -1.750 1.288 -1.397 -0.15 0.62 -0.15
H 1.842 1.246 0.320 -0.07 -0.26 0.31
H 0.713 1.101 1.721 -0.11 0.35 -0.86
H 0.589 -1.141 1.141 -0.34 -0.23 -0.31
H 1.926 -1.855 -0.543 -0.83 3.18 -0.29

(2)
8
Properties=species:S:1:pos:R:3:forces:R:3 method="wB97M-V/def2-TZVPD" homo_ev="-9.725 / -9.693" s_squared=0.75 energy_ev=-15472.5852 total_charge=0 relative_energy_kcal_mol=18.0 spin_multiplicity=2 gap_ev="9.8 / 6.5"
S -1.024 0.677 2.123 2.18 -0.32 2.57
H 0.121 0.464 3.143 -2.43 0.45 -2.17
C 0.253 -0.605 -1.752 2.63 0.60 -1.53
N 0.624 -0.069 -0.542 1.57 -0.58 0.11
O 1.176 -0.787 -2.575 -2.15 -0.18 1.02
H -0.812 -0.736 -2.088 0.67 0.08 0.96
H 1.700 -0.095 -0.450 -2.59 0.12 -0.15
H 0.083 -0.046 0.328 0.11 -0.17 -0.81

(3)
38
Properties=species:S:1:pos:R:3:forces:R:3 method="wB97M-V/def2-TZVPD" homo_ev=-12.782 energy_ev=-66989.7190 total_charge=+1 relative_energy_kcal_mol=49.0 gap_ev=3.3
Zn 1.055 -2.435 -2.294 -0.40 0.51 0.27
F 0.404 -1.947 -0.741 0.38 -0.36 -0.32
C -3.185 -1.027 0.296 -0.01 0.48 0.13
C -3.126 -1.108 -1.211 0.26 0.42 -0.37
C -4.145 -0.251 -1.940 0.25 -0.27 -0.21
O -1.834 -0.560 -1.585 0.14 -0.36 -0.70
H -3.183 0.040 0.535 0.01 -0.04 0.12
H -2.280 -1.444 0.741 -0.14 -0.22 0.09
H -4.072 -1.453 0.760 0.00 -0.24 -0.17
H -3.189 -2.115 -1.640 -0.02 -0.20 0.47
H -5.141 -0.378 -1.523 -0.02 0.06 0.01
H -4.151 -0.565 -2.984 -0.19 0.15 -0.04
H -3.831 0.791 -1.914 -0.15 0.05 0.20
H -1.155 -1.084 -1.149 -0.12 0.15 0.44
C 2.462 1.571 -1.624 0.41 -0.28 -0.24
C 0.955 1.803 -1.453 0.31 0.38 0.03
C 0.714 2.714 -0.269 -0.10 0.20 0.76
O 0.363 2.350 -2.622 -0.01 -0.35 -0.24
H 2.766 1.551 -2.673 -0.22 0.13 -0.06
H 2.814 0.615 -1.215 -0.18 0.07 0.28
H 3.041 2.353 -1.130 0.05 0.00 -0.05
H 0.465 0.837 -1.300 -0.23 0.12 -0.03
H -0.334 2.947 -0.085 -0.09 -0.29 -0.19
H 1.210 3.683 -0.381 0.13 -0.12 -0.27
H 1.124 2.281 0.650 -0.04 -0.07 -0.06
H 0.804 3.178 -2.843 -0.01 0.05 0.08
C 0.671 -0.454 2.789 -0.02 0.73 0.10
C 1.804 -1.137 2.040 -0.46 -0.07 0.23
C 3.117 -1.030 2.775 0.40 -0.62 0.32
O 1.460 -2.525 1.904 0.53 -0.20 -0.28
H 0.690 0.631 2.646 0.04 -0.03 -0.03
H 0.760 -0.616 3.864 -0.01 -0.20 -0.03
H -0.313 -0.806 2.478 0.07 -0.07 -0.13
H 1.946 -0.686 1.049 -0.19 -0.06 -0.06
H 3.861 -1.692 2.327 0.04 0.25 -0.25
H 3.039 -1.395 3.802 -0.26 0.15 0.02
H 3.492 -0.008 2.806 -0.04 0.02 -0.08
H 0.924 -2.633 1.112 -0.08 0.14 0.28

(4)
96
Properties=species:S:1:pos:R:3:forces:R:3 method="wB97M-V/def2-TZVPD" homo_ev="-12.818 / -12.819" s_squared=1.13 energy_ev=-135798.2643 total_charge=+2 relative_energy_kcal_mol=27.3 spin_multiplicity=2 gap_ev="6.5 / 7.2"
Co 0.418 -0.138 -0.534 -1.18 0.80 -0.64
O 2.672 2.882 -1.332 0.09 -0.05 -0.32
S 1.662 2.333 -0.423 0.10 0.15 0.61
C 2.409 2.281 1.238 -0.20 -0.36 -0.18
C 2.956 3.438 1.777 0.03 0.06 -0.05
C 3.651 3.371 2.971 0.02 0.06 -0.05
C 3.824 2.151 3.614 0.01 -0.08 0.03
C 3.289 0.999 3.069 -0.03 0.07 -0.05
C 2.554 1.057 1.883 -0.10 -0.09 -0.04
P 1.980 -0.489 1.106 0.35 -0.20 0.52
C 1.314 -1.520 2.440 0.06 0.00 0.02
C 0.790 -0.975 3.612 0.07 -0.03 -0.14
C 0.169 -1.797 4.542 -0.07 -0.02 0.06
C 0.053 -3.159 4.304 -0.05 0.02 -0.01
C 0.545 -3.701 3.124 -0.03 -0.07 -0.03
C 1.166 -2.887 2.192 0.08 0.08 0.01
C 3.600 -1.161 0.613 -0.17 -0.10 -0.08
C 4.241 -2.204 1.272 -0.02 0.08 -0.01
C 5.533 -2.554 0.901 0.05 -0.09 0.03
C 6.180 -1.874 -0.118 0.00 0.01 -0.02
C 5.535 -0.839 -0.783 -0.02 0.00 -0.02
C 4.247 -0.484 -0.423 -0.07 -0.07 0.04
C 0.445 3.607 -0.056 -0.11 -0.33 0.03
C 0.769 4.948 -0.125 0.16 -0.01 -0.13
C -0.153 5.878 0.332 -0.01 -0.03 0.00
C -1.366 5.454 0.859 -0.08 0.06 0.01
C -1.708 4.108 0.864 0.08 -0.06 -0.06
C -0.805 3.171 0.371 0.21 -0.19 0.06
P -1.260 1.476 -0.138 -0.25 0.34 -0.20
C -1.788 1.892 -1.837 0.09 -0.22 -0.01
C -2.882 2.730 -2.054 0.06 -0.03 -0.02
C -3.183 3.147 -3.339 -0.07 0.07 0.05
C -2.401 2.738 -4.411 -0.01 -0.03 -0.04
C -1.316 1.901 -4.203 0.01 0.02 -0.06
C -1.007 1.482 -2.917 -0.11 0.02 0.17
C -2.768 1.087 0.778 0.15 -0.15 0.13
C -3.906 0.603 0.139 0.07 0.06 -0.05
C -5.027 0.269 0.883 -0.07 -0.05 0.00
C -5.016 0.415 2.263 0.01 0.00 -0.01
C -3.878 0.886 2.907 0.00 -0.02 0.03
C -2.752 1.210 2.170 0.07 -0.03 -0.07
H 2.861 4.382 1.262 0.01 0.03 -0.01
H 4.077 4.272 3.391 0.00 -0.01 0.00
H 4.395 2.095 4.531 -0.01 0.03 0.00
H 3.457 0.043 3.547 -0.01 0.01 0.04
H 0.866 0.089 3.798 0.03 0.01 0.05
H -0.216 -1.374 5.460 -0.01 0.01 -0.01
H -0.428 -3.797 5.034 0.02 0.00 0.01
H 0.441 -4.761 2.930 0.03 0.00 0.00
H 1.536 -3.307 1.262 0.00 -0.05 0.04
H 3.749 -2.735 2.077 0.05 0.02 0.01
H 6.038 -3.359 1.419 -0.01 0.00 0.00
H 7.191 -2.145 -0.393 0.00 -0.02 0.00
H 6.039 -0.304 -1.578 0.01 0.01 0.02
H 3.749 0.334 -0.933 0.04 0.02 -0.04
H 1.722 5.250 -0.541 0.00 0.02 0.02
H 0.079 6.933 0.284 0.00 0.00 0.01
H -2.074 6.182 1.231 0.02 0.00 0.02
H -2.680 3.799 1.223 -0.05 -0.01 -0.02
H -3.487 3.061 -1.220 -0.02 0.04 -0.03
H -4.025 3.806 -3.505 -0.01 -0.02 0.00
H -2.639 3.076 -5.411 0.00 -0.01 0.00
H -0.706 1.587 -5.040 0.01 0.00 0.02
H -0.142 0.849 -2.751 0.07 -0.02 -0.10
H -3.920 0.504 -0.940 -0.06 -0.02 0.03
H -5.915 -0.095 0.381 0.01 0.00 0.00
H -5.900 0.173 2.839 0.00 0.00 -0.01
H -3.875 1.008 3.982 0.01 -0.01 0.00
H -1.858 1.570 2.668 -0.03 0.03 0.05
O 1.429 -0.779 -2.139 0.15 0.36 0.20
N 1.628 -1.481 -3.231 -0.02 -0.25 -0.10
C 0.944 -2.613 -3.473 -0.12 -0.17 0.05
C 1.152 -3.331 -4.631 0.11 0.05 -0.08
C 2.091 -2.891 -5.552 -0.01 0.05 0.07
C 2.806 -1.737 -5.267 -0.06 -0.13 -0.04
C 2.559 -1.048 -4.101 0.10 0.17 -0.06
H 0.246 -2.920 -2.711 0.00 0.10 0.09
H 0.582 -4.233 -4.799 -0.02 0.01 0.03
H 2.265 -3.439 -6.467 0.02 0.00 0.01
H 3.561 -1.364 -5.944 -0.01 0.04 0.01
H 3.072 -0.140 -3.821 -0.06 0.01 0.09
N -5.120 -4.251 1.135 0.70 0.41 0.43
C -4.709 -3.831 -0.066 -2.25 -1.33 -1.37
S -5.605 -4.283 -1.419 0.80 0.45 0.79
C -3.517 -3.003 -0.184 1.54 1.05 0.16
C -2.724 -2.636 0.914 -0.66 -0.38 -0.27
C -1.610 -1.852 0.734 0.43 0.24 0.08
N -1.207 -1.408 -0.465 0.38 -0.09 0.28
C -1.972 -1.729 -1.521 0.34 0.31 -0.16
C -3.099 -2.502 -1.427 -0.48 -0.38 0.27
H -5.928 -4.848 1.194 -0.03 0.01 -0.07
H -4.632 -4.013 1.983 -0.13 -0.10 0.00
H -2.974 -2.945 1.920 0.13 0.04 0.02
H -1.002 -1.556 1.580 -0.11 -0.04 -0.02
H -1.674 -1.312 -2.476 0.05 -0.04 0.00
H -3.685 -2.725 -2.306 -0.01 -0.02 -0.04